Entry 1:
14
Properties=species:S:1:pos:R:3:forces:R:3:mulliken_charge:R:1 method="wB97M-V/def2-TZVPD" mol_weight_da=93.2 total_energy_ev=-16135.3332 charge=-1 largest_force_ev_per_a=3.6
C -1.14355 1.71777 1.21930 2.848 -1.279 -1.369 -0.760
O 0.22160 1.92860 0.48026 -2.230 -1.407 2.218 -0.514
H -1.74878 2.01312 0.40489 -1.556 0.317 -0.087 0.270
H -1.26267 0.61637 1.44361 0.077 1.265 -0.326 0.356
H -1.25813 2.26991 2.12884 0.295 0.725 0.311 0.253
C 2.23139 -1.65386 -0.47410 -2.422 -0.400 1.056 -0.855
S 0.52817 -0.94532 -1.23813 -1.756 2.531 -1.919 -0.353
C -1.30903 -0.47560 -1.04743 1.060 -2.139 -1.322 -0.873
H 1.82799 -2.62349 -0.50776 0.544 -1.730 0.169 0.200
H 2.41221 -1.36805 0.51866 0.435 0.490 1.446 0.287
H 3.05869 -1.49399 -1.10592 0.568 0.527 -1.104 0.241
H -1.96696 -1.31799 -1.36476 0.652 0.249 0.783 0.189
H 0.28454 0.99019 0.17004 0.727 0.791 -0.513 0.223
H -1.87546 0.34235 -0.62751 0.759 0.059 0.657 0.337



Entry 2:
14
Properties=species:S:1:pos:R:3:forces:R:3:mulliken_charge:R:1 method="wB97M-V/def2-TZVPD" mol_weight_da=93.2 total_energy_ev=-16138.2559 charge=-1 largest_force_ev_per_a=0.7
C -0.41813 -1.79486 -1.84104 0.127 0.343 -0.270 -0.522
O -0.79414 -0.45515 -2.04262 -0.566 -0.007 -0.197 -0.483
H -1.16523 -2.37703 -1.28909 0.044 0.017 0.138 0.221
H 0.54991 -1.84282 -1.34029 -0.005 -0.225 0.157 0.242
H -0.31580 -2.23643 -2.83481 0.004 -0.093 -0.010 0.238
C 0.01700 0.32887 2.49321 0.175 -0.088 -0.174 -0.695
S 0.49564 0.20491 0.71855 0.036 0.670 0.221 -0.405
C 0.61381 1.83853 0.08941 -0.126 -0.170 0.173 -0.887
H -0.89136 0.91837 2.61643 -0.184 -0.129 -0.120 0.199
H -0.11752 -0.69343 2.86105 -0.041 0.099 0.264 0.239
H 0.80432 0.85397 3.03616 0.119 -0.172 0.096 0.187
H -0.33496 2.36635 0.23571 -0.082 0.022 -0.147 0.139
H -0.77348 0.01884 -1.18926 0.351 -0.155 -0.134 0.261
H 1.42067 2.41624 0.55049 0.149 -0.112 0.001 0.264



Entry 3:
14
Properties=species:S:1:pos:R:3:forces:R:3:mulliken_charge:R:1 method="wB97M-V/def2-TZVPD" mol_weight_da=93.2 total_energy_ev=-16139.1637 charge=-1 largest_force_ev_per_a=4.4
C -3.18003 -0.24044 0.08597 0.767 1.489 -4.045 -0.788
S -2.35073 0.28673 1.51451 0.612 0.622 1.707 -0.636
H -4.20840 -0.53844 0.10283 -0.740 -0.164 0.574 0.281
H -3.12718 0.58802 -0.76759 -0.421 -1.161 1.516 0.155
H -2.63232 -1.01652 -0.44723 0.000 -0.576 0.165 0.233
C 1.38863 0.49599 0.03656 -0.141 0.669 -2.844 -0.133
O 0.71874 0.07209 1.15051 -1.725 0.835 0.400 -0.492
C 2.60376 -0.37072 -0.45161 -2.480 -2.619 2.467 -0.888
H 0.73951 0.45509 -0.84501 -0.585 0.170 -0.072 0.187
H 1.73936 1.60395 -0.04469 -0.363 -1.326 1.023 0.184
H -0.35425 0.37929 1.11378 2.088 -1.109 0.231 0.118
H 2.48113 -1.10435 -1.29039 -0.257 0.979 0.602 0.251
H 3.28114 0.35533 -0.60096 3.112 1.898 -1.135 0.311
H 2.90063 -0.96601 0.44331 0.134 0.294 -0.588 0.216



Entry 4:
8
Properties=species:S:1:pos:R:3:forces:R:3:mulliken_charge:R:1 method="wB97M-V/def2-TZVPD" mol_weight_da=297.0 total_energy_ev=-15765.5976 charge=+1 largest_force_ev_per_a=4.1
F -0.95958 1.73118 0.98980 2.560 0.026 -1.060 -0.478
O -0.33289 -1.36815 0.50454 1.572 -0.224 1.400 -0.247
O 1.54759 -1.19511 -0.75199 -0.018 0.593 2.053 -0.326
C -1.48070 -0.75587 0.24649 0.816 -0.884 -2.295 -0.207
C -2.39587 -0.60293 -0.56537 0.113 1.511 1.375 0.033
C 0.91999 -0.73599 0.17239 -2.632 -1.847 -2.612 0.346
H -3.25457 0.00547 -0.80600 -0.017 -0.599 -0.175 0.367
Bi 0.85153 1.43731 -0.03389 -2.395 1.424 1.315 1.511



Entry 5:
8
Properties=species:S:1:pos:R:3:forces:R:3:mulliken_charge:R:1 method="wB97M-V/def2-TZVPD" mol_weight_da=226.9 total_energy_ev=-146747.5579 largest_force_ev_per_a=2.4 smiles="N#CC(Br)=C=O.Br"
N 0.72432 0.86910 -1.72591 0.189 -0.220 -0.149 -0.319
C -0.19842 0.58725 -1.10018 0.356 0.816 -0.400 0.239
C -1.35344 0.41634 -0.33380 -0.424 -1.689 1.042 -0.187
Br -2.22026 -1.29699 -0.39511 -0.157 0.142 -0.165 -0.071
C -1.42493 0.97012 0.88164 0.363 0.225 -2.411 0.566
O -1.50899 1.68418 1.74993 -0.309 0.724 2.078 -0.218
Br 3.39084 -1.01943 0.61127 -0.630 -0.903 -0.209 -0.212
H 2.59087 -2.21057 0.31217 0.612 0.905 0.213 0.203



Entry 6:
8
Properties=species:S:1:pos:R:3:forces:R:3:mulliken_charge:R:1 method="wB97M-V/def2-TZVPD" mol_weight_da=142.9 total_energy_ev=-32932.0783 largest_force_ev_per_a=3.9
C 0.75101 -0.54556 -0.48061 -0.619 0.790 0.747 -0.160
C 0.10989 -0.16680 -1.57386 0.724 2.438 0.053 0.119
C 0.39115 2.35977 -2.00575 -1.982 -3.370 0.119 0.397
O -0.51100 2.88337 -2.50500 0.308 0.784 -0.114 -0.280
F -0.26349 -0.72475 -2.70335 0.301 -0.403 0.617 -0.175
Cl 1.24539 -2.08171 0.06580 0.197 -1.558 -0.349 -0.179
Cl 1.92756 2.66202 -1.50127 1.328 0.798 0.331 -0.012
H 0.89311 0.07596 0.42339 -0.257 0.520 -1.405 0.290



Entry 7:
8
Properties=species:S:1:pos:R:3:forces:R:3:mulliken_charge:R:1 method="wB97M-V/def2-TZVPD" mol_weight_da=159.0 total_energy_ev=-41720.2273 largest_force_ev_per_a=5.1
C -0.04203 0.78229 -0.06902 -0.771 4.414 2.511 0.196
C -0.08473 -0.39064 -0.63442 -1.224 -3.812 0.032 0.438
C -0.26326 -1.73969 0.02167 0.680 0.822 2.071 -0.220
H -1.25627 -2.65546 -0.55103 3.471 2.962 1.992 0.288
F -0.59183 1.82936 -0.72972 0.861 -0.427 -0.314 -0.210
S 0.65460 -1.60262 1.50223 -2.296 -2.349 -2.835 -0.207
Cl 0.33626 1.49549 1.51476 -0.202 -1.320 -1.212 -0.112
Cl -0.42748 -0.32365 -2.26927 -0.519 -0.291 -2.246 -0.174



Entry 8:
8
Properties=species:S:1:pos:R:3:forces:R:3:mulliken_charge:R:1 method="wB97M-V/def2-TZVPD" mol_weight_da=138.0 total_energy_ev=-31704.7208 spin_multiplicity=3 largest_force_ev_per_a=4.2
C 1.52814 -0.26919 -0.03646 -1.258 0.044 1.224 0.132
C 0.19617 -0.38983 0.48393 2.601 -1.532 2.917 0.274
C -0.89192 0.29130 -0.15186 -3.126 -0.773 0.823 0.083
N 2.61373 -0.02384 -0.32734 0.439 -0.162 -0.365 -0.340
O 0.09542 -1.10459 1.71541 -0.061 1.736 -2.793 -0.232
Cl -0.63111 2.07479 -0.34787 -0.399 -0.967 0.250 -0.116
Cl -0.99817 -0.53811 -1.70371 -0.389 0.131 -1.225 -0.107
H -1.91226 -0.04053 0.36790 2.194 1.524 -0.830 0.306



Entry 9:
10
Properties=species:S:1:pos:R:3:forces:R:3:mulliken_charge:R:1 method="wB97M-V/def2-TZVPD" mol_weight_da=186.0 total_energy_ev=-44586.7840 largest_force_ev_per_a=4.2
C -1.50483 -0.17669 1.17280 -0.546 0.553 -0.049 0.229
C 0.81497 0.72226 -0.06733 -3.718 -0.998 -1.097 -0.372
C -1.21789 0.36447 -0.12430 4.157 0.092 -0.820 0.280
N -1.78686 -0.57335 2.21039 0.086 -0.143 0.208 -0.339
O 3.15358 -0.34429 -0.24627 0.363 -0.212 -0.850 -0.459
O 1.26728 -1.92267 0.16992 0.337 1.502 -1.030 -0.429
S 1.76122 -0.64778 -0.32408 -0.983 0.098 2.599 0.933
Cl -1.93539 1.89493 -0.60611 0.172 -0.596 0.568 -0.096
Cl -1.34250 -0.85976 -1.38051 -0.614 0.039 -0.019 -0.089
H 0.79043 1.54287 -0.80451 0.745 -0.333 0.491 0.342



Entry 10:
8
Properties=species:S:1:pos:R:3:forces:R:3:mulliken_charge:R:1 method="wB97M-V/def2-TZVPD" mol_weight_da=154.0 total_energy_ev=-40491.8959 spin_multiplicity=3 largest_force_ev_per_a=4.8
C -0.17656 -0.07862 1.99898 1.225 0.889 -3.996 0.043
C 1.88672 0.03505 0.06343 -4.030 -2.380 -0.925 0.358
C 0.54027 0.52667 0.04701 0.503 0.437 2.270 -0.268
N -0.45170 -0.16065 3.09712 -0.639 -0.287 2.517 -0.373
S 3.23757 0.89525 0.25918 1.836 0.862 0.341 0.033
Cl 1.83155 -1.75907 -0.09258 0.746 1.533 0.197 -0.101
Cl 0.20583 2.21848 -0.03112 0.602 0.302 0.177 -0.104
H -0.29417 0.07674 -0.40553 -0.244 -1.355 -0.581 0.412



Entry 11:
7
Properties=species:S:1:pos:R:3:forces:R:3:mulliken_charge:R:1 method="wB97M-V/def2-TZVPD" mol_weight_da=143.4 total_energy_ev=-40684.5019 largest_force_ev_per_a=9.9
C 1.96098 -0.18526 0.14891 -9.380 -1.270 -2.917 -0.701
C 3.05304 -0.02930 0.48631 9.347 1.308 2.875 0.622
C -0.85772 0.07307 -0.14472 -1.271 -1.331 0.794 0.263
Cl -1.22857 0.33141 1.62013 0.763 -0.202 -1.225 -0.109
Cl -1.65476 1.26447 -1.07962 -0.273 0.660 -0.508 -0.084
Cl -1.49505 -1.59472 -0.61125 0.814 1.169 0.334 -0.123
H 0.22208 0.14032 -0.41976 0.000 -0.333 0.648 0.133



Entry 12:
8
Properties=species:S:1:pos:R:3:forces:R:3:mulliken_charge:R:1 method="wB97M-V/def2-TZVPD" mol_weight_da=159.4 total_energy_ev=-42738.1704 largest_force_ev_per_a=8.9 smiles="O=C(Cl)Cl.C#CCl"
O -0.26270 0.12139 -1.29752 -1.677 -0.784 -1.619 -0.442
C -0.86916 -0.52158 -2.17783 4.881 4.205 6.195 0.640
Cl -0.06106 -1.75337 -2.75451 1.692 -4.336 -2.624 -0.107
Cl -2.30128 -0.07595 -2.63489 -4.880 0.943 -1.970 -0.082
C -2.95302 0.13822 1.65108 0.816 -0.155 -1.606 -0.237
C -2.21979 -0.66552 1.09885 -0.757 0.611 1.986 -0.012
Cl -1.14078 -1.89530 1.15105 0.274 -0.450 -0.594 -0.093
H -3.42553 1.08000 1.78594 -0.349 -0.033 0.233 0.334



Entry 13:
8
Properties=species:S:1:pos:R:3:forces:R:3:mulliken_charge:R:1 method="wB97M-V/def2-TZVPD" mol_weight_da=159.4 total_energy_ev=-42735.9477 largest_force_ev_per_a=2.7
C 0.60475 0.66757 -0.97429 -1.197 -2.153 -0.052 -0.123
C -1.50590 -0.05413 -0.24494 2.210 1.220 0.227 -0.001
C 0.67468 -0.28537 0.20201 1.096 -1.823 -1.553 0.207
O -0.64200 -0.86693 0.32272 -0.359 -0.222 -0.388 -0.140
Cl 1.30629 2.08688 -0.71409 0.909 2.118 0.404 -0.028
Cl -3.07248 -0.58030 -0.16828 -0.921 -0.814 0.154 -0.047
Cl 1.20016 0.13155 1.84191 -0.014 0.162 -0.226 -0.146
H 1.43450 -1.09928 -0.26504 -1.724 1.512 1.433 0.278



Entry 14:
10
Properties=species:S:1:pos:R:3:forces:R:3:mulliken_charge:R:1 method="wB97M-V/def2-TZVPD" mol_weight_da=220.9 total_energy_ev=-62584.5041 largest_force_ev_per_a=2.0
C 0.27809 1.46190 3.78311 0.194 0.413 0.188 0.178
C -0.04900 0.32645 -0.22059 0.605 -0.067 1.863 -0.420
C 0.97431 0.48406 3.09668 -0.647 -1.098 -1.527 0.066
N -0.26276 2.28492 4.38393 -0.275 0.385 0.173 -0.328
Si 1.24231 0.51865 1.18396 -0.476 -0.113 -0.264 0.775
Cl 0.91126 -1.05803 3.85512 0.196 0.095 0.017 -0.110
Cl -0.98101 1.62685 -0.71837 -0.221 0.431 -0.220 -0.093
Cl 2.14672 2.30121 0.90995 0.115 0.313 -0.106 -0.226
Cl 2.43555 -1.07641 0.84568 0.339 -0.273 -0.038 -0.239
H -0.47412 -0.63581 -0.47510 0.170 -0.086 -0.087 0.396



Entry 15:
12
Properties=species:S:1:pos:R:3:forces:R:3:mulliken_charge:R:1 method="wB97M-V/def2-TZVPD" mol_weight_da=218.5 total_energy_ev=-42787.1665 largest_force_ev_per_a=3.2
C 0.16422 -0.01115 -0.32540 -0.053 -1.572 -0.066 -0.307
C -1.21961 0.34300 -0.84036 1.066 -0.963 -0.420 0.976
C 0.35120 0.23573 1.10631 1.823 0.665 2.606 0.810
F -1.42197 1.61783 -0.57773 -0.432 1.004 -0.133 -0.233
F -2.19748 -0.35045 -0.25654 0.283 0.028 -0.597 -0.213
F -1.19963 0.15369 -2.17446 -0.806 0.033 0.286 -0.262
F -0.71181 0.40368 1.88972 -0.770 0.072 -0.957 -0.263
F 1.10351 -0.64316 1.74566 0.483 -1.775 -0.044 -0.208
F 1.11782 1.33267 1.25337 -0.030 1.787 -0.505 -0.249
S 1.45371 -0.19885 -1.44396 -0.811 0.114 -0.664 -0.139
Cl -0.07598 -2.91350 0.45918 -0.164 0.567 -0.377 -0.128
H 2.63602 0.03051 -0.83579 -0.588 0.039 0.872 0.216



Entry 16:
9
Properties=species:S:1:pos:R:3:forces:R:3:mulliken_charge:R:1 method="wB97M-V/def2-TZVPD" mol_weight_da=132.5 total_energy_ev=-22721.1481 largest_force_ev_per_a=6.8
C -1.57418 0.70064 0.79813 -0.884 -1.767 0.882 0.015
C 0.27658 0.74568 -1.45168 -0.574 0.258 0.197 0.614
C -2.79748 -1.05365 -0.56501 1.640 1.947 1.620 0.500
N -2.40544 -0.14943 0.13528 -0.528 -0.588 -0.731 -0.125
N 0.23952 0.63555 -0.25558 -2.772 -0.195 -6.222 -0.323
O 0.01473 0.86250 -2.57962 0.406 -0.121 -0.095 -0.400
O -3.11860 -1.93921 -1.22315 -0.767 -1.094 -0.842 -0.388
Cl -2.14656 2.27340 0.58744 -0.382 1.499 -0.291 -0.080
H 0.70136 0.64670 0.51438 3.861 0.060 5.481 0.187



Entry 17:
9
Properties=species:S:1:pos:R:3:forces:R:3:mulliken_charge:R:1 method="wB97M-V/def2-TZVPD" mol_weight_da=132.5 total_energy_ev=-22721.8439 largest_force_ev_per_a=2.5
C 3.22620 0.66239 0.70846 0.074 -0.052 -0.159 -0.131
C 0.40304 -0.08477 -1.02306 -0.018 -0.913 -0.758 0.544
C 3.74271 -1.70146 0.41629 -0.163 1.779 1.372 0.633
N 3.45304 -0.53372 0.15049 0.556 -2.341 -0.234 -0.087
N -0.01777 -0.75485 -0.12773 -1.508 -0.429 1.916 -0.432
O 0.94112 0.30236 -1.96765 0.523 1.156 -0.661 -0.377
O 4.09908 -2.73865 0.80544 -0.390 0.423 -1.032 -0.352
Cl 3.97305 1.84153 -0.32631 -0.073 0.206 0.054 -0.072
H -0.93221 -0.73364 0.34029 0.999 0.171 -0.498 0.275



Entry 18:
6
Properties=species:S:1:pos:R:3:forces:R:3:mulliken_charge:R:1 method="wB97M-V/def2-TZVPD" mol_weight_da=88.5 total_energy_ev=-17691.7320 largest_force_ev_per_a=3.6
C -1.59305 0.81892 -0.78555 2.735 -1.422 1.155 -0.308
C 1.29845 -0.68687 0.48366 -1.646 0.675 -3.104 0.584
C -0.57404 0.28699 -0.34007 0.628 -0.321 0.391 -0.370
O 2.03415 -1.16544 -0.28822 -1.213 0.765 1.189 -0.257
Cl 1.28651 -0.52350 2.12807 -0.143 0.118 0.508 0.011
H -2.45202 1.26989 -1.19790 -0.361 0.185 -0.139 0.340



Entry 19:
8
Properties=species:S:1:pos:R:3:forces:R:3:mulliken_charge:R:1 method="wB97M-V/def2-TZVPD" mol_weight_da=151.6 total_energy_ev=-54574.2638 spin_multiplicity=2 largest_force_ev_per_a=1.7
C 1.02735 1.26171 0.89750 -0.190 -1.467 -0.584 -0.689
C 0.99990 1.08323 -0.41188 0.354 0.343 0.481 0.106
H 0.76670 1.68411 -1.29379 0.045 -0.252 0.355 0.307
F 1.60432 -0.17706 -0.87859 -0.195 -0.102 -0.204 -0.255
O -2.70687 -0.18913 -0.21728 0.720 -0.108 -0.587 -0.306
C -1.83319 -0.85491 0.13997 -0.864 -0.067 1.439 0.739
Cu 1.23621 -1.23138 1.07097 -0.247 1.495 -0.104 0.483
O -1.09442 -1.57657 0.69311 0.377 0.158 -0.796 -0.386



Entry 20:
8
Properties=species:S:1:pos:R:3:forces:R:3:mulliken_charge:R:1 method="wB97M-V/def2-TZVPD" mol_weight_da=105.0 total_energy_ev=-12097.0322 largest_force_ev_per_a=3.5 smiles=Fc1cnoc1F
F -1.03344 -1.12357 1.35175 0.254 -0.036 -0.199 -0.281
C -0.20298 -0.56299 0.46615 -1.547 0.821 0.601 0.617
C 0.98585 -1.06195 -0.03981 0.316 -3.045 1.547 -0.329
N 1.54865 -0.28573 -0.86596 1.056 0.501 -0.813 -0.328
O 0.75200 0.79045 -0.93146 -2.211 2.656 -0.308 -0.128
C -0.35628 0.64167 -0.12986 2.425 -1.989 -0.437 0.287
F -1.28273 1.52270 -0.07233 -0.297 0.964 -0.276 -0.230
H 1.42946 -2.01616 0.21977 0.004 0.129 -0.116 0.393